[1]
Here is a 2-piece molecular cluster, C4H8P overall at a distorted geometry from the Open Molecules 2025 dataset. Energies are from ωB97M-V/def2-TZVPD.

Each line ends with the Mulliken charge.
Element x y z (Å)
C1 -1.3926 -1.1570 -0.2745  -0.3370
C2 -1.4158 -0.7386 0.9353  -0.0759
C3 -1.2662 1.3049 -1.5738  -0.9071
C4 2.9035 -0.5296 1.3135  -0.8773
P1 -0.2601 0.3865 -0.2997  0.3389
H1 -1.7809 -1.9720 -0.9356  0.3809
H2 -1.4220 -0.5358 1.9743  0.4875
H3 -1.2403 2.4108 -1.2640  0.3277
H4 -2.2951 1.1152 -1.3802  0.3418
H5 -0.8999 1.2334 -2.6394  0.3389
H6 2.2318 -0.9298 1.9596  0.3830
H7 3.0946 0.5732 1.1360  0.3142
H8 3.7429 -1.1610 1.0483  0.2842

The HOMO energy (spin up / spin down) is -14.5 / -12.4 eV. The calculation puts the HOMO-LUMO gap (spin up / spin down) at 10.18 / 4.65 eV. Its total energy is -498.057282 Eh. As for the molar mass: 87.1 g/mol. As for the maximum force: 4.25 eV/A. The net charge is +1.

---

[2]
Here is C4H8P2 as an isolated structure at a distorted geometry from the Open Molecules 2025 dataset. Energies are from ωB97M-V/def2-TZVPD.

Each line ends with the Mulliken charge.
Element x y z (Å)
C1 1.0332 1.0333 -0.0808  -0.0778
C2 -0.8556 -0.7771 -0.5267  -0.0892
C3 1.7817 2.2495 0.4179  -0.8890
C4 -1.8444 -1.7702 0.0128  -1.4642
P1 -1.3370 1.0410 -0.4881  -0.0032
P2 0.6609 -0.6049 0.5106  -0.1163
H1 -0.3858 -1.0088 -1.4439  0.4327
H2 2.8231 2.1432 0.1516  0.3029
H3 1.5787 2.2829 1.4461  0.3112
H4 1.6051 3.0962 -0.1479  0.3422
H5 -2.2991 -1.5435 0.8813  0.4575
H6 -1.5086 -2.7855 -0.0489  0.3840
H7 -2.7249 -1.9435 -0.5700  0.4315
H8 1.4726 -1.4127 -0.1138  -0.0223

The HOMO energy (spin up / spin down) is -7.2 / -8.1 eV. The calculation puts the HOMO-LUMO gap (spin up / spin down) at 7.24 / 6.85 eV. Its total energy is -839.698810 Eh. As for the molar mass: 118.1 g/mol. The multiplicity is 3. As for the maximum force: 3.73 eV/A. Its expectation value of S² is 2.0105.

---

[3]
Here is one molecule with the formula C4H8S at a distorted geometry from the Open Molecules 2025 dataset. Energies are from ωB97M-V/def2-TZVPD.

Each line ends with the Mulliken charge.
Element x y z (Å)
C1 -0.3552 1.1675 -0.4952  -1.1605
C2 0.1993 -0.0746 -0.0272  0.7785
C3 -0.9148 -1.3607 -0.0418  -0.9220
C4 1.5075 0.1899 0.8725  -0.8172
H1 -1.0888 1.1257 -1.4576  0.2599
H2 -1.2598 1.2789 0.3137  0.2770
H3 0.2539 2.1816 -0.8550  0.3140
H4 -0.7951 -2.3756 0.6002  0.2681
H5 -1.9296 -0.7853 0.2665  0.2468
H6 -1.0605 -1.6220 -1.0269  0.3469
H7 1.8357 -0.5405 1.5219  0.3688
H8 1.7850 1.3745 1.0258  0.2361
S1 1.8224 -0.5594 -0.6970  -0.1965

The HOMO energy is -8.5 eV. Its SMILES is CC1(C)CS1. The calculation puts the HOMO-LUMO gap at 9.40 eV. Its total energy is -555.264174 Eh. As for the molar mass: 88.2 g/mol. As for the maximum force: 6.65 eV/A.

---

[4]
Here is C4H8S as an isolated structure at a distorted geometry from the Open Molecules 2025 dataset. Energies are from ωB97M-V/def2-TZVPD.

Each line ends with the Mulliken charge.
Element x y z (Å)
C1 1.6070 -0.0193 -0.0932  -0.7558
C2 0.3214 -0.6953 0.2622  -0.1367
C3 -0.6753 -0.1627 -0.6581  -0.7140
C4 -1.4203 0.9405 0.0744  -0.5379
H1 2.1752 0.0555 1.3161  0.1996
H2 2.3972 -1.3256 -0.9012  0.1994
H3 1.2383 1.2187 -0.7315  0.2250
H4 -0.3681 -0.4349 1.3610  0.2304
H5 0.5600 -1.6849 0.1340  0.3798
H6 -0.5945 -0.0791 -1.7282  0.4894
H7 -1.0916 0.8062 1.1986  0.1528
H8 -1.7136 1.9349 -0.2150  0.3770
S1 -2.4356 -0.5539 -0.0189  -0.1090

The HOMO energy is -8.8 eV. The calculation puts the HOMO-LUMO gap at 8.61 eV. Its total energy is -555.086452 Eh. As for the molar mass: 88.2 g/mol. As for the maximum force: 4.84 eV/A.

---

[5]
Here is one molecule with the formula C4H8S2 at a distorted geometry from the Open Molecules 2025 dataset. Energies are from ωB97M-V/def2-TZVPD.

Each line ends with the Mulliken charge.
Element x y z (Å)
C1 -0.1962 1.9436 -0.6693  -0.9524
C2 -0.0394 1.1720 0.6107  -0.1023
C3 0.7775 -0.0579 0.8812  -0.2476
C4 -0.7464 -0.2307 0.9080  -0.2328
H1 -0.9900 1.3009 -1.4737  0.2247
H2 0.8684 2.1949 -1.0678  0.2810
H3 -0.8038 2.9176 -0.3805  0.3166
H4 0.0571 1.8534 1.4225  0.2764
H5 1.0517 -0.1062 1.8905  0.3955
H6 2.1321 0.3261 -1.1501  0.0936
H7 -1.0343 -0.5106 1.9249  0.3161
H8 -1.1681 -2.0526 -0.8272  0.1477
S1 1.9246 -0.7034 -0.3308  -0.2077
S2 -1.8550 -0.7269 -0.3393  -0.3089

The HOMO energy is -9.0 eV. Its SMILES is C[C@H]1[C@@H](S)[C@H]1S. The calculation puts the HOMO-LUMO gap at 9.64 eV. Its total energy is -953.476975 Eh. As for the molar mass: 120.2 g/mol. As for the maximum force: 4.12 eV/A.

---

[6]
Here is one molecule with the formula C4H8S2 at a distorted geometry from the Open Molecules 2025 dataset. Energies are from ωB97M-V/def2-TZVPD.

Each line ends with the Mulliken charge.
Element x y z (Å)
C1 -0.2419 -1.0867 -0.4483  -0.6497
C2 0.7438 -0.1643 -1.2151  -0.2557
C3 -0.5068 -0.6337 1.0405  0.1284
C4 0.3885 1.2600 -1.4621  -0.8494
S1 0.4897 -1.0468 2.4117  -0.2474
S2 -1.4410 0.8047 1.3400  -0.1921
H1 -1.2421 -0.8974 -0.8961  0.2675
H2 -0.0532 -2.1217 -0.6047  0.4117
H3 1.6839 -0.2360 -0.6857  0.2420
H4 0.5237 1.6049 -2.5510  0.3036
H5 1.2231 1.9314 -1.0950  0.2777
H6 -0.4753 1.7462 -1.0535  0.2908
H7 -0.1283 -2.3225 2.7716  0.1431
H8 -0.9641 1.1621 2.4476  0.1293

The HOMO energy (spin up / spin down) is -8.4 / -7.5 eV. The calculation puts the HOMO-LUMO gap (spin up / spin down) at 8.18 / 7.61 eV. Its total energy is -953.421375 Eh. As for the molar mass: 120.2 g/mol. As for the maximum force: 3.82 eV/A.

---

[7]
Here is a 2-piece molecular cluster, C4H8S3 overall at a distorted geometry from the Open Molecules 2025 dataset. Energies are from ωB97M-V/def2-TZVPD.

Each line ends with the Mulliken charge.
Element x y z (Å)
C1 -0.1452 -1.7351 0.4633  -0.6954
C2 0.1331 -0.5043 0.7874  0.0921
C3 -2.4289 0.1332 -0.1311  0.1425
C4 1.1132 0.3422 0.1102  -1.4895
S1 -3.2725 -1.0942 0.6004  -0.0790
S2 -1.9535 -0.1939 -1.7472  -0.1466
S3 -2.3681 1.6116 0.6516  -0.1879
H1 0.2014 -1.9546 -0.5646  0.1899
H2 -0.8223 -2.4287 1.1300  0.3354
H3 -0.3192 -0.2328 1.6931  0.4012
H4 0.8002 1.2577 -0.1806  0.3943
H5 1.4684 -0.1185 -0.7090  0.4424
H6 1.8773 0.6622 0.6948  0.4007
H7 -0.8271 0.5697 -1.7587  0.0664
H8 -1.5007 2.3716 -0.3183  0.1335

The HOMO energy (spin up / spin down) is -6.5 / -9.1 eV. The calculation puts the HOMO-LUMO gap (spin up / spin down) at 6.83 / 6.40 eV. Its total energy is -1351.576921 Eh. As for the molar mass: 152.3 g/mol. The multiplicity is 3. As for the maximum force: 3.80 eV/A. Its expectation value of S² is 2.0068.

---

[8]
Here is C4H8S4 as an isolated structure at a distorted geometry from the Open Molecules 2025 dataset. Energies are from ωB97M-V/def2-TZVPD.

Each line ends with the Mulliken charge.
Element x y z (Å)
C1 3.3768 -0.7408 0.2530  -0.9002
C2 1.1166 0.4793 -0.2581  0.2359
C3 -1.6413 0.8702 -0.7718  -1.0012
C4 -2.1489 0.2257 0.5695  -0.4317
H1 4.4060 -0.6401 0.5918  0.3412
H2 3.5107 -0.9723 -0.8158  0.3435
H3 2.6539 -1.6003 0.8467  0.2644
H4 -1.2259 0.1615 -1.5508  0.3166
H5 -2.4351 1.4781 -1.0401  0.5748
H6 -2.1796 0.8951 1.3809  0.4074
H7 -1.5733 -0.5207 1.0803  0.4109
H8 -3.7600 -1.3870 0.8939  0.1506
S1 2.7138 1.0063 0.1376  0.0020
S2 0.9905 -1.0633 -0.8193  -0.3185
S3 -0.1210 1.9973 -0.4339  -0.1085
S4 -3.6831 -0.1890 -0.0639  -0.2871

The HOMO energy is -8.6 eV. The calculation puts the HOMO-LUMO gap at 8.21 eV. Its total energy is -1749.833607 Eh. As for the molar mass: 184.4 g/mol. As for the maximum force: 5.74 eV/A.

---

[9]
Here is a 2-piece molecular cluster, C4H8Se overall at a distorted geometry from the Open Molecules 2025 dataset. Energies are from ωB97M-V/def2-TZVPD.

Each line ends with the Mulliken charge.
Element x y z (Å)
C1 1.0525 0.3672 -1.4122  -0.9526
C2 0.1865 0.8197 -0.1388  -0.2153
C3 -1.8503 -1.3785 0.6410  -0.8832
C4 0.1866 1.4396 0.8880  0.0361
Se1 3.4083 0.6906 -1.0548  -0.1157
H1 0.9877 1.1151 -2.1059  0.4320
H2 1.1098 -0.6720 -1.6921  0.3927
H3 -2.3744 -1.9783 -0.1091  0.2473
H4 -2.3543 -1.6313 1.6183  0.2679
H5 -0.7934 -1.3837 0.6171  0.2253
H6 -0.3349 1.4702 1.8599  0.2830
H7 -2.0871 -0.2172 0.6347  0.1571
H8 2.8629 1.3586 0.2540  0.1255

The HOMO energy is -8.9 eV. Its SMILES is C#CC[SeH].C. The calculation puts the HOMO-LUMO gap at 8.11 eV. Its total energy is -2558.448221 Eh. As for the molar mass: 135.1 g/mol. As for the maximum force: 6.47 eV/A.

---

[10]
Here is a 2-piece molecular cluster, C4H8Se overall at a distorted geometry from the Open Molecules 2025 dataset. Energies are from ωB97M-V/def2-TZVPD.

Each line ends with the Mulliken charge.
Element x y z (Å)
C1 1.4236 0.4851 0.8273  -0.6856
C2 0.8529 -0.1499 -0.1594  0.3264
C3 0.7910 -1.3898 -0.8862  -0.9110
C4 -1.5255 0.8215 -1.0824  -0.8700
Se1 -2.7244 -0.0264 0.0606  -0.0381
H1 1.2301 1.4416 1.2795  0.2970
H2 2.0789 -0.1996 1.3962  0.2013
H3 1.4491 -2.0799 -0.3373  0.3650
H4 1.2192 -1.3500 -1.7864  0.3269
H5 -0.3132 -1.8001 -1.0408  0.1951
H6 -1.1587 0.2842 -2.0119  0.3478
H7 -1.6833 1.9097 -1.2180  0.3405
H8 -2.1342 0.8083 1.2035  0.1046

The HOMO energy (spin up / spin down) is -7.6 / -7.8 eV. The calculation puts the HOMO-LUMO gap (spin up / spin down) at 7.78 / 8.28 eV. Its total energy is -2558.429285 Eh. As for the molar mass: 135.1 g/mol. As for the maximum force: 4.45 eV/A.

---

[11]
Here is a 2-piece molecular cluster, C4H8Si overall at a distorted geometry from the Open Molecules 2025 dataset. Energies are from ωB97M-V/def2-TZVPD.

Each line ends with the Mulliken charge.
Element x y z (Å)
C1 1.4699 -1.6093 0.0592  -0.5091
C2 2.0511 -1.3993 1.1014  -0.3410
C3 -1.5621 0.1886 0.9360  -0.6456
C4 -0.8239 1.1494 0.4163  -0.2494
Si1 -0.1913 0.7768 -1.3887  0.4990
H1 0.7717 -1.7774 -0.7271  0.4959
H2 2.8441 -1.1807 1.8038  0.3566
H3 -2.0676 0.5209 1.8943  0.1846
H4 -1.8715 -0.7270 0.5651  0.3206
H5 -0.6585 2.0547 0.9733  0.3533
H6 -0.4298 1.8026 -2.2887  -0.2257
H7 -0.7673 -0.5213 -1.8037  -0.1345
H8 1.2351 0.7220 -1.5411  -0.1047

The HOMO energy is -10.1 eV. Its SMILES is C=C[SiH3].C#C. The calculation puts the HOMO-LUMO gap at 11.15 eV. Its total energy is -446.542965 Eh. As for the molar mass: 84.2 g/mol. As for the maximum force: 4.43 eV/A.

---

[12]
Here is a 2-piece molecular cluster, C4H8Si overall at a distorted geometry from the Open Molecules 2025 dataset. Energies are from ωB97M-V/def2-TZVPD.

Each line ends with the Mulliken charge.
Element x y z (Å)
C1 0.5651 -1.5724 1.5681  -0.4275
C2 0.0402 -1.1618 0.2184  -0.2984
C3 0.0759 -0.1555 1.3341  -0.2962
C4 0.8599 0.0980 0.1503  -0.2787
Si1 -0.8532 1.9866 -2.0412  0.3322
H1 -0.1033 -2.4150 2.0617  0.2075
H2 1.6889 -1.8730 1.6792  0.1684
H3 -0.6390 -1.4933 -0.5802  0.3123
H4 -0.6182 0.6069 1.7410  0.3076
H5 1.9182 0.0959 0.2355  0.1837
H6 -1.4703 0.6333 -1.7954  -0.0866
H7 0.0104 2.1146 -3.1119  -0.0689
H8 -1.4746 3.1356 -1.4594  -0.0555

The HOMO energy (spin up / spin down) is -8.5 / -7.3 eV. The calculation puts the HOMO-LUMO gap (spin up / spin down) at 8.14 / 7.20 eV. Its total energy is -446.420632 Eh. As for the molar mass: 84.2 g/mol. As for the maximum force: 3.11 eV/A.